(one)
The following is a quantum chemistry calculation of a 2-piece molecular cluster, C2H4ClNOS overall, from OMol25.

```
10
Properties=species:S:1:pos:R:3:nbo_charge:R:1
Cl -1.91 -1.38 -0.50 -0.122
S 2.09 -1.37 -0.33 -0.255
O -0.55 1.46 -0.10 -0.498
N 0.69 0.90 -0.33 -0.302
C -0.56 -0.83 0.78 -0.375
C 0.66 -0.35 -0.06 0.157
H -0.69 1.85 -1.44 0.469
H -1.03 0.05 1.25 0.253
H -0.19 -1.73 1.32 0.266
H 1.48 1.38 -0.59 0.408
```

Lowest unoccupied orbital energy   -1.251 eV
E_HOMO   -8.55 eV
HOMO-LUMO gap   7.303 eV


(two)
The following is a quantum chemistry calculation of one molecule with the formula C2H4ClNOS, from OMol25.

```
10
Properties=species:S:1:pos:R:3:nbo_charge:R:1
Cl 0.62 -1.91 -0.41 -0.003
S -1.99 -0.18 0.15 0.170
O 1.40 1.81 -0.28 -0.521
N -0.69 0.60 -0.59 -0.833
C 0.71 0.84 -0.06 0.709
C 0.97 -0.57 0.65 -0.541
H 0.51 -0.61 1.66 0.245
H 2.07 -0.84 0.88 0.251
H -0.93 1.52 -0.86 0.382
H -2.67 -0.67 -1.14 0.142
```

SMILES   O=C(CCl)NS
Lowest unoccupied orbital energy   0.428 eV
E_HOMO   -9.35 eV
HOMO-LUMO gap   9.776 eV


Which structure wins on stability? (two) wins.